This record from OMol25 describes a molecular structure, C41H43ClCoN2O2PSi. The level of theory is ωB97M-V/def2-TZVPD.

Its molar mass is 749.25 g/mol. For the total energy, the calculation gives -117610.1639 eV. As for the net charge: -1. The spin multiplicity is 2.

Last column: Mulliken charge in e.
Element x y z (Å)
Co1 0.386 0.170 -0.267  -1.138
O1 -2.090 0.632 1.441  -0.502
N1 -1.403 -0.508 1.098  0.606
C1 -1.498 -1.423 1.993  -1.432
C2 -1.006 -2.767 1.892  1.037
C3 -1.547 -3.707 2.786  -0.670
C4 -1.204 -5.037 2.726  -0.686
C5 -0.285 -5.471 1.779  -0.827
C6 0.290 -4.553 0.920  -0.263
C7 -0.052 -3.205 0.957  0.117
P1 0.790 -2.073 -0.213  2.178
C8 0.481 -3.066 -1.719  0.406
C9 -0.843 -3.063 -2.156  -0.869
C10 -1.207 -3.726 -3.310  -0.539
C11 -0.246 -4.394 -4.055  -0.599
C12 1.069 -4.416 -3.620  -0.772
C13 1.434 -3.765 -2.452  0.062
C14 2.542 -2.383 0.159  0.731
C15 2.973 -2.855 1.395  -0.727
C16 4.325 -2.919 1.682  -0.538
C17 5.258 -2.517 0.741  -0.793
C18 4.836 -2.035 -0.488  -1.025
C19 3.487 -1.950 -0.772  -0.735
H1 -1.982 1.217 0.644  0.378
H2 -2.082 -1.197 2.885  0.341
H3 -2.266 -3.369 3.518  0.431
H4 -1.653 -5.742 3.412  0.402
H5 -0.016 -6.514 1.721  0.426
H6 1.012 -4.888 0.188  0.464
H7 -1.572 -2.503 -1.582  0.331
H8 -2.235 -3.715 -3.642  0.422
H9 -0.521 -4.892 -4.973  0.368
H10 1.817 -4.937 -4.200  0.434
H11 2.461 -3.803 -2.116  0.431
H12 2.249 -3.168 2.135  0.273
H13 4.650 -3.270 2.651  0.371
H14 6.313 -2.558 0.973  0.386
H15 5.559 -1.706 -1.220  0.427
H16 3.154 -1.522 -1.708  0.712
C20 0.094 -0.085 -3.811  -1.260
C21 1.358 0.473 -3.258  0.550
C22 2.409 0.981 -4.019  -0.923
C23 3.386 1.398 -3.120  -1.340
C24 2.887 1.130 -1.846  -0.297
C25 3.585 1.383 -0.562  -0.074
N2 1.655 0.562 -1.930  1.139
H17 0.098 0.009 -4.896  0.424
H18 -0.764 0.450 -3.414  0.194
H19 -0.025 -1.138 -3.556  0.053
H20 2.435 1.046 -5.094  0.454
H21 4.345 1.832 -3.342  0.517
H22 4.661 1.290 -0.700  0.513
H23 3.238 0.690 0.195  -0.646
H24 3.370 2.389 -0.203  0.291
C26 2.883 -0.301 4.271  -1.566
C27 3.123 1.104 3.724  2.451
C28 4.390 1.076 2.873  -1.620
C29 3.349 2.021 4.926  -2.075
Si1 1.581 1.627 2.653  -2.564
O2 1.284 0.560 1.544  2.640
C30 1.805 3.366 1.892  0.695
C31 1.292 3.547 0.613  -0.042
C32 1.382 4.754 -0.053  -0.665
C33 2.020 5.825 0.550  -0.641
C34 2.550 5.669 1.820  -0.683
C35 2.428 4.458 2.481  -0.057
C36 0.160 1.804 3.923  0.453
C37 -0.315 3.028 4.380  -0.216
C38 -1.320 3.101 5.329  -0.664
C39 -1.886 1.944 5.834  -0.658
C40 -1.437 0.717 5.381  -0.772
C41 -0.423 0.656 4.443  -0.084
H25 3.792 -0.694 4.732  0.503
H26 2.583 -0.972 3.472  0.018
H27 2.099 -0.285 5.025  0.327
H28 5.267 0.853 3.487  0.616
H29 4.546 2.030 2.373  0.255
H30 4.306 0.306 2.111  0.056
H31 4.063 1.566 5.620  0.505
H32 2.416 2.195 5.461  0.373
H33 3.756 2.982 4.621  0.326
H34 0.812 2.706 0.134  -0.011
H35 0.949 4.858 -1.039  0.460
H36 2.103 6.777 0.040  0.345
H37 3.061 6.496 2.300  0.393
H38 2.820 4.384 3.485  0.168
H39 0.104 3.940 3.979  0.364
H40 -1.668 4.064 5.679  0.400
H41 -2.675 2.001 6.575  0.367
H42 -1.882 -0.191 5.768  0.410
H43 -0.079 -0.305 4.091  0.597
Cl1 -1.204 1.519 -1.139  -0.618

---

This record from OMol25 describes 6 unconnected molecules or ions with the total composition C41H43F5NO4Si. The level of theory is ωB97M-V/def2-TZVPD.

For the energy above the lowest of the compared OMol25 structures with the same formula, charge and spin, the calculation gives 263.0 kcal/mol. Its molar mass is 736.87 g/mol. As for the net charge: +1.

Last column: Mulliken charge in e.
Element x y z (Å)
C1 3.700 1.666 -0.945  -0.156
Si1 5.068 2.704 -1.803  0.705
C2 5.272 4.492 -1.042  -1.010
C3 4.411 3.013 -3.632  -0.819
O1 6.625 1.946 -1.992  -0.472
C4 6.966 0.991 -0.942  -0.163
C5 7.235 -0.461 -1.730  -0.798
N1 5.996 -0.760 -2.596  0.278
C6 5.927 -0.415 -4.091  -0.041
C7 4.574 -0.711 -4.969  -0.668
C8 3.290 -1.407 -4.196  0.668
C9 1.918 -1.688 -5.056  0.199
O2 0.995 -0.750 -5.376  -0.477
O3 1.658 -3.056 -5.558  -0.446
C10 3.421 -1.753 -2.595  0.247
O4 2.339 -2.364 -1.776  -0.400
C11 4.831 -1.412 -1.834  -0.334
H1 3.189 0.975 -1.739  -0.011
H2 4.045 1.090 0.033  0.148
H3 2.874 2.439 -0.568  -0.041
H4 4.915 4.379 0.091  0.281
H5 4.600 5.217 -1.670  0.274
H6 6.404 4.781 -1.139  0.277
H7 5.192 3.646 -4.273  0.248
H8 4.140 1.987 -4.173  0.129
H9 3.438 3.680 -3.562  0.302
H10 8.022 1.254 -0.451  0.345
H11 6.215 0.902 -0.055  0.215
H12 7.501 -1.333 -0.996  0.360
H13 8.188 -0.245 -2.417  0.332
H14 6.889 0.107 -4.540  0.319
H15 4.566 -0.414 -6.124  0.370
H16 1.443 -2.946 -6.533  0.403
H17 2.839 -2.789 -1.008  0.320
H18 4.940 -1.650 -0.669  0.360
F1 3.702 -2.754 0.839  -0.414
C12 2.744 -2.356 1.688  0.963
C13 1.436 -2.231 1.233  -0.376
C14 0.438 -1.822 2.117  -0.939
C15 0.761 -1.532 3.445  -0.212
C16 2.078 -1.655 3.891  -0.698
C17 3.074 -2.075 3.009  -0.483
H19 1.205 -2.453 0.196  0.437
H20 -0.590 -1.729 1.774  0.552
H21 -0.017 -1.209 4.133  0.349
H22 2.328 -1.425 4.923  0.411
H23 4.101 -2.185 3.341  0.434
F2 -4.334 -4.698 -3.692  -0.317
C18 -3.221 -3.960 -3.592  0.240
C19 -2.080 -4.343 -4.289  -0.516
C20 -0.922 -3.571 -4.189  -0.082
C21 -0.915 -2.430 -3.383  -0.334
C22 -2.063 -2.057 -2.683  -0.686
C23 -3.224 -2.822 -2.792  -0.407
H24 -2.102 -5.237 -4.903  0.416
H25 -0.028 -3.858 -4.736  0.448
H26 -0.010 -1.831 -3.302  0.236
H27 -2.054 -1.170 -2.053  0.564
H28 -4.128 -2.541 -2.262  0.439
F3 1.514 1.993 1.479  -0.369
C24 0.300 2.229 0.964  0.000
C25 -0.022 3.511 0.531  -0.306
C26 -1.284 3.757 -0.010  -0.443
C27 -2.215 2.719 -0.102  -0.687
C28 -1.884 1.437 0.339  -0.366
C29 -0.618 1.189 0.870  0.163
H29 0.711 4.307 0.618  0.495
H30 -1.543 4.753 -0.358  0.388
H31 -3.201 2.912 -0.520  0.405
H32 -2.611 0.632 0.270  0.509
H33 -0.341 0.197 1.210  0.184
F4 -2.196 -0.270 2.881  0.027
C30 -3.075 -0.924 3.651  0.474
C31 -2.854 -2.263 3.956  -0.137
C32 -3.766 -2.943 4.762  -0.574
C33 -4.896 -2.279 5.247  -0.782
C34 -5.111 -0.937 4.932  -0.210
C35 -4.193 -0.254 4.135  -0.688
H34 -1.976 -2.764 3.563  0.275
H35 -3.599 -3.988 5.012  0.380
H36 -5.610 -2.811 5.872  0.383
H37 -5.993 -0.423 5.307  0.458
H38 -4.340 0.792 3.887  0.460
F5 -6.742 1.547 5.439  -0.328
C36 -7.573 2.031 4.507  0.476
C37 -8.400 1.158 3.808  -0.265
C38 -9.269 1.661 2.840  -0.434
C39 -9.294 3.032 2.574  -0.467
C40 -8.457 3.900 3.277  -0.422
C41 -7.596 3.398 4.253  -0.449
H39 -8.360 0.095 4.022  0.403
H40 -9.925 0.988 2.294  0.354
H41 -9.969 3.424 1.817  0.365
H42 -8.476 4.966 3.066  0.361
H43 -6.945 4.059 4.815  0.402